78
Properties=species:S:1:pos:R:3:forces:R:3:lowdin_charge:R:1 method="wB97M-V/def2-TZVPD" energy_ev=-56200.723 smiles="CCCOC[C@H](N)O[C@H](CN)[C@H](CC[C@H](C)CCC=C(C)C)O[C@H]([C@@H](I)CC)P(=O)(O)O" homo_energy_ev=-6.891 largest_force_ev_per_a=6.8
C 3.085892 -1.632248 -2.974529 -0.965 -0.860 0.363 -0.11
C -1.126299 -2.184796 -2.374695 0.119 -1.357 1.010 -0.12
H 0.939664 -1.340941 1.762108 1.727 0.765 0.824 0.12
H -5.232696 5.647238 0.711284 1.229 -1.250 -1.609 0.11
H -0.802677 -4.815601 0.209890 1.066 1.995 -1.295 0.10
H -1.404654 -0.082736 4.667569 1.505 -1.794 -0.179 0.08
H -0.707867 -1.779313 -4.578006 1.154 -0.291 2.179 0.12
H -1.013562 2.301163 1.786718 1.534 -2.201 -0.116 0.13
H 2.829207 -2.745033 -2.685392 0.924 2.101 -0.614 0.06
C -0.427758 1.261425 1.851438 -0.498 0.301 -0.650 -0.16
H -3.151696 -4.684306 -1.463196 1.620 -0.387 -1.670 0.08
H -2.123226 0.113465 2.508978 1.063 -0.156 -1.025 0.06
N -1.655438 1.518762 -1.124838 0.365 -0.264 -1.027 0.05
C 2.649836 0.710450 -1.752066 0.443 -0.467 -1.235 -0.17
H 2.429565 2.140508 1.318359 -0.467 -2.639 -0.506 0.18
H 3.885577 -0.265540 -0.125785 -1.636 1.948 -0.065 0.11
C -0.545069 2.530306 -1.142167 -0.233 1.245 -3.050 -0.34
C -4.712022 5.093708 -0.190217 -0.028 -0.453 -0.564 -0.21
H 0.635374 -2.796361 -3.685307 -1.250 2.076 0.196 0.11
C 0.599611 1.136223 0.536354 0.338 -0.034 1.952 -0.20
H -2.612610 5.740354 0.462470 -0.603 -2.090 -0.470 0.13
H 3.607922 0.788091 -2.465346 -2.062 -0.045 1.605 0.12
H 1.396912 -2.621588 3.978950 1.617 2.339 -0.319 0.12
O -2.555246 4.226098 -1.122753 1.298 0.467 1.253 -0.23
H -5.094249 3.113792 -1.453440 -0.750 1.321 1.806 0.07
C 1.867716 -1.527846 3.887281 -1.622 0.169 -0.015 -0.62
C -5.536772 3.680762 -0.524328 0.627 0.141 0.304 -0.14
O 3.144160 -3.802614 2.456114 -0.294 5.047 -3.150 -0.42
H 1.980081 1.615114 -2.068036 1.200 -1.576 1.105 0.10
O 2.839055 -2.943116 -0.046589 0.683 0.534 2.438 -0.26
C 3.238835 0.731986 -0.237362 1.175 0.017 -0.616 -0.12
H 2.990342 -1.573557 -4.162801 0.269 0.136 2.670 0.09
H 4.069327 1.593013 -0.226397 -1.917 -1.836 0.158 0.13
H -0.153605 -3.034947 0.424014 -0.040 -1.613 -1.865 0.06
H 0.365721 0.192491 -0.098050 -0.031 1.851 0.790 0.13
C 2.200403 1.007877 0.992087 -0.433 2.987 -0.613 -0.21
H -2.610285 -4.441986 -3.304647 1.013 -0.532 2.383 0.08
H -0.745354 -1.549037 3.559181 -0.142 1.454 2.238 0.07
H -0.027523 2.444192 -2.214799 -0.517 0.225 2.195 0.13
O 4.861192 -1.938646 1.607550 -3.703 1.862 -0.226 -0.25
C 1.923702 -0.698846 -2.218749 0.224 0.664 -1.909 -0.31
H -5.368526 2.978092 0.407204 -0.581 1.320 -1.847 0.08
C -2.230719 -4.681161 -2.215042 -0.657 1.431 1.961 -0.10
H -1.676474 -5.710304 -2.124709 -1.039 2.017 -0.287 0.09
C -0.066747 -1.852840 -3.580707 -0.198 0.690 1.231 -0.20
H -2.399532 1.734409 -1.855898 1.428 0.265 1.397 0.11
O 2.439099 0.255604 2.220155 -0.937 -1.197 -1.411 -0.19
H 4.854654 -0.928980 1.752386 0.145 -2.010 -0.226 0.07
H -3.153254 3.916324 0.991086 0.560 1.522 -1.622 0.13
N -1.480682 0.194120 1.693619 0.574 0.229 0.537 -0.04
H -0.564273 4.799553 -1.882814 -1.288 -1.586 1.192 0.14
C 0.767955 -0.446681 -3.402385 0.851 -0.650 -0.295 -0.19
C 0.909512 -0.558631 4.788467 -0.163 -0.305 1.407 -0.33
C -1.165367 -3.523300 -1.659397 -0.413 1.002 -0.847 -0.25
H 0.752998 -4.345845 -0.743154 -1.607 1.009 1.202 0.07
H -1.108384 -0.720736 1.366100 -0.511 1.049 0.739 0.04
I 3.858461 -1.405708 4.894099 -1.069 -0.186 -0.670 0.84
O 0.483622 2.431791 -0.127476 -0.785 -1.915 -0.680 -0.15
H 4.174010 -1.354394 -2.639325 -2.166 -0.655 -0.576 0.08
H -0.987688 -1.811030 5.409526 0.842 1.964 -1.612 0.09
H -4.770420 5.847905 -1.105532 0.263 -1.706 1.850 0.11
C -1.091444 4.111734 -1.089579 0.486 0.074 2.092 -0.11
H 0.131738 1.285381 2.872719 -0.718 -0.343 -1.799 0.10
H 2.909865 -3.942573 -0.104952 0.026 1.636 0.658 0.09
P 3.193479 -2.446706 1.583088 2.167 -6.309 1.337 0.73
C -3.113387 4.730142 0.141330 -2.315 0.718 -0.283 -0.21
H 1.287357 -0.242950 -4.457430 -0.925 -0.219 2.374 0.12
H -1.292098 0.572897 -1.452416 -0.327 1.686 0.697 0.05
H 1.362055 -1.263708 -1.364856 1.336 0.942 -1.409 0.10
H 1.180899 -0.805030 5.926115 -0.451 0.568 -2.575 0.09
C -0.262185 -3.908771 -0.347676 -0.019 -1.551 -1.483 -0.09
H -0.750888 4.534671 -0.026359 -0.431 -1.004 -2.267 0.13
C 1.963495 -1.100349 2.270805 0.142 -0.550 1.230 -0.35
C -0.662080 -0.987363 4.608907 0.113 -0.993 -0.483 -0.14
H -6.678697 3.853330 -0.719875 2.222 -0.249 0.531 0.07
H 0.097763 0.486433 -3.173172 0.993 -1.940 -0.329 0.08
H 1.123304 0.597561 4.678389 -0.427 -2.502 -0.149 0.11
H -1.968907 -1.420847 -2.012091 0.875 -2.050 -2.265 0.10